The following is a quantum chemistry calculation of a molecular structure, C19H27AsClCrNO3Si in a non-equilibrium geometry, from the Open Molecules 2025 dataset.

## Properties
- Highest occupied orbital energy (spin up / spin down): -0.99 / -2.27 eV
- ⟨S²⟩: 6.119
- Net charge: -2
- Multiplicity: 5

Last column: natural (NBO) charge in e.
CARTESIAN COORDINATES (ANGSTROEM)
As (-0.016, -2.793, -1.226)  1.982
Cr (-0.394, 0.407, -0.783)  1.102
Cl (-1.339, 5.307, -3.138)  -0.831
Si (1.827, 1.376, -0.913)  0.999
O (0.101, -1.750, -2.500)  -1.146
O (-3.632, 2.145, -1.837)  -0.650
O (-1.561, 1.295, -1.839)  -0.823
N (-0.404, -0.541, 0.681)  -0.913
C (1.518, -2.869, -0.063)  -0.993
C (-2.438, 2.321, -1.645)  0.667
C (-0.450, -2.134, 4.008)  -0.204
C (2.349, 2.595, 0.451)  -1.096
C (5.302, -1.853, -0.913)  -0.255
C (-2.635, -1.322, 3.496)  -0.191
C (4.857, -1.295, 0.279)  -0.223
C (-1.796, -3.014, -0.511)  -0.980
C (-1.869, 3.563, -1.188)  -0.354
C (3.874, -0.311, 0.265)  -0.223
C (3.295, 0.143, -0.926)  -0.409
C (2.126, 2.414, -2.472)  -1.103
C (-1.789, -2.010, 4.369)  -0.346
C (3.755, -0.441, -2.109)  -0.146
C (0.182, -4.609, -1.955)  -1.014
C (-2.175, -0.810, 2.299)  -0.329
C (4.744, -1.421, -2.110)  -0.250
C (-0.819, -0.966, 1.881)  0.260
C (0.034, -1.619, 2.815)  -0.333
H (6.067, -2.621, -0.907)  0.192
H (2.064, 1.825, -3.392)  0.221
H (-2.534, 4.320, -0.812)  0.189
H (3.539, 0.112, 1.209)  0.208
H (5.277, -1.626, 1.223)  0.193
H (5.077, -1.845, -3.051)  0.195
H (-1.785, -3.706, 0.330)  0.233
H (2.267, 2.169, 1.457)  0.216
H (-2.837, -0.262, 1.637)  0.212
H (-3.677, -1.179, 3.766)  0.189
H (1.582, -1.951, 0.510)  0.275
H (-2.181, -2.051, -0.194)  0.265
H (3.109, 2.896, -2.431)  0.204
H (3.327, -0.130, -3.057)  0.206
H (2.375, -2.944, -0.734)  0.244
H (1.088, -1.707, 2.578)  0.197
H (-0.607, -4.802, -2.680)  0.222
H (1.358, 3.192, -2.550)  0.267
H (-2.155, -2.423, 5.301)  0.186
H (1.450, -3.741, 0.588)  0.223
H (1.691, 3.471, 0.422)  0.234
H (3.378, 2.938, 0.298)  0.208
H (0.136, -5.353, -1.156)  0.209
H (-2.395, -3.411, -1.328)  0.227
H (0.238, -2.638, 4.681)  0.185
H (-0.826, 3.596, -0.913)  0.177
H (1.146, -4.682, -2.458)  0.225



The following is a quantum chemistry calculation of a molecular structure, C18H16Br2N2OSTi in a non-equilibrium geometry, from the Open Molecules 2025 dataset.

## Properties
- Highest occupied orbital energy: -14.19 eV
- Net charge: +2

Last column: natural (NBO) charge in e.
CARTESIAN COORDINATES (ANGSTROEM)
Br (-1.745, -1.049, 1.386)  0.296
Br (-0.793, 2.488, 2.219)  0.250
Ti (0.242, 0.313, 0.587)  1.224
S (2.156, 1.712, -0.144)  0.023
O (1.264, -0.333, 1.936)  -0.577
N (-0.704, 1.718, -1.009)  -0.836
N (2.606, 0.078, 1.914)  -0.028
C (-4.208, 1.954, -1.661)  -0.166
C (-4.475, 0.678, -2.144)  -0.177
C (-2.987, 2.239, -1.108)  -0.251
C (3.114, 0.987, 1.030)  0.013
C (1.022, -1.978, -1.003)  -0.204
C (0.064, -0.989, -0.916)  -0.327
C (-1.355, 0.593, 2.728)  -0.445
C (-0.562, -3.484, -2.087)  -0.151
C (-3.443, -0.256, -2.320)  -0.152
C (4.657, -0.129, 3.027)  -0.218
C (3.322, -0.550, 2.847)  0.070
C (-2.196, -0.034, -1.703)  -0.100
C (4.481, 1.387, 1.187)  -0.206
C (-1.485, -2.410, -2.047)  -0.166
C (0.705, -3.222, -1.606)  -0.187
C (-1.203, -1.145, -1.540)  -0.092
C (5.223, 0.855, 2.226)  -0.101
C (-2.023, 1.280, -1.150)  0.155
H (-2.451, -2.558, -2.493)  0.226
H (-0.651, 0.281, 3.476)  0.253
H (5.176, -0.470, 3.878)  0.260
H (-2.376, 0.656, 3.056)  0.262
H (4.889, 1.921, 0.326)  0.271
H (-0.969, -4.341, -2.630)  0.259
H (2.067, -1.879, -0.571)  0.238
H (1.496, -3.937, -1.773)  0.245
H (-3.676, -1.112, -2.960)  0.238
H (-5.511, 0.444, -2.426)  0.248
H (-2.837, 3.233, -0.664)  0.234
H (2.727, -1.142, 3.540)  0.264
H (-5.027, 2.699, -1.570)  0.247
H (-0.173, 1.652, -1.815)  0.421
H (-0.576, 2.590, -0.504)  0.417
H (6.214, 1.259, 2.481)  0.270



The following is a quantum chemistry calculation of 2 unconnected molecules or ions with the total composition C4H9ClOSi in a non-equilibrium geometry, from the Open Molecules 2025 dataset.

## Properties
- Highest occupied orbital energy: -10.08 eV
- Net charge: 0

Last column: natural (NBO) charge in e.
CARTESIAN COORDINATES (ANGSTROEM)
Cl (-1.780, 1.808, -0.034)  -0.361
Si (-0.258, 0.467, 0.175)  1.507
O (-4.154, 0.082, 0.214)  -0.507
C (-0.053, -1.120, 1.433)  -1.024
C (-4.946, -0.435, -0.430)  0.505
C (1.126, 1.678, 0.074)  -1.146
C (-0.111, -0.513, -1.540)  -1.089
H (0.357, -1.491, -1.402)  0.230
H (0.977, 2.468, 0.885)  0.242
H (2.176, 1.534, -0.089)  0.251
H (0.852, 2.081, -0.881)  0.240
H (0.822, -1.799, 1.237)  0.245
H (0.014, -0.844, 2.382)  0.208
H (-0.852, -1.899, 1.176)  0.237
H (-1.003, -0.621, -2.170)  0.236
H (0.517, 0.198, -2.187)  0.225